The following is a DFT calculation (ωB97M-V/def2-TZVPD) of 2 unconnected molecules or ions with the total composition C4H11Cl2N2.

Properties
- E (eV) = -32343.5008
- 2S+1 = 1
- E_LUMO (eV) = -3.04
- ΔE to the lowest compared entry with this formula, charge and spin (kcal per mole) = 33.3
- F_max (Eh/bohr) = 0.085
- orbital gap (eV) = 11.634
- HOMO level (eV) = -14.68
- net charge = +1

```
19
Properties=species:S:1:pos:R:3:forces:R:3
C 1.7811 0.0110 0.3433 -1.5 -1.4 1.7
C 0.3692 -0.3517 -1.7169 -1.9 -0.5 -0.9
C 0.3405 0.1441 -0.3188 2.3 0.0 0.1
C -0.6793 1.0538 0.2068 -0.2 1.7 -0.1
N -0.4264 1.7567 1.3684 -0.3 4.0 1.7
N -0.8387 -0.3531 0.5291 2.4 -2.0 0.2
Cl -3.6706 -1.0732 0.1064 0.1 -1.4 -1.9
Cl -1.9643 1.7170 -0.7797 0.3 -0.1 -0.2
H 2.0108 -1.1437 0.5777 -0.5 2.7 -0.7
H 1.7087 0.5602 1.3119 0.5 -0.8 -0.5
H 2.6082 0.4706 -0.2061 -0.5 -0.3 -0.3
H -0.5020 -0.0040 -2.3412 0.8 -0.3 0.7
H 0.2996 -1.4611 -1.6327 0.5 0.7 -0.6
H 1.2707 0.0026 -2.2000 0.2 -0.3 -0.1
H -1.1914 2.5381 1.5659 2.3 -2.3 -0.5
H 0.5426 2.1735 1.5046 -1.9 -0.7 -0.6
H -0.4256 -0.6038 1.4390 -1.1 0.0 -0.2
H -1.3951 -1.0166 0.0162 -0.7 -0.1 0.3
H -3.3403 -1.7386 -1.0445 -0.8 1.0 1.8
```
Positions in Å, forces in eV/Å.

Calculated atomic charges, method natural (NBO), unit e: number 1, C, carries -0.635; number 2, C, carries -0.645; number 3, C, carries 0.129; number 4, C, carries 0.256; number 5, N, carries -0.863; number 6, N, carries -0.577; number 7, Cl, carries -0.270; number 8, Cl, carries 0.066; number 9, H, carries 0.255; number 10, H, carries 0.221; number 11, H, carries 0.264; number 12, H, carries 0.247; number 13, H, carries 0.235; number 14, H, carries 0.261; number 15, H, carries 0.435; number 16, H, carries 0.417; number 17, H, carries 0.455; number 18, H, carries 0.453; number 19, H, carries 0.297

---

The following is a DFT calculation (ωB97M-V/def2-TZVPD) of a molecular structure, C31H46N4OsP2Si.

Properties
- E (eV) = -67754.8917
- 2S+1 = 5
- E_LUMO (alpha / beta) (eV) = -5.83 / -10.02
- ΔE to the lowest compared entry with this formula, charge and spin (kcal per mole) = 0.0
- F_max (Eh/bohr) = 0.077
- orbital gap (alpha / beta) (eV) = 7.401 / 3.216
- HOMO level (alpha / beta) (eV) = -13.24 / -13.24
- net charge = +2

```
85
Properties=species:S:1:pos:R:3:forces:R:3
Os -0.1805 0.5086 -0.8752 -0.1 1.5 3.2
C -1.9325 1.6514 -7.0712 0.5 2.7 -0.2
C -2.1322 0.3331 -6.9560 -0.1 -2.6 -0.5
C -1.2354 -0.6919 -7.5664 0.4 -0.1 0.5
C 0.2808 -0.3545 -7.5530 0.2 -0.5 -0.6
C 0.8434 0.4826 -6.4497 0.4 0.0 0.0
C 0.8391 1.8148 -6.4469 0.1 0.3 -0.2
C 0.4043 2.5597 -7.6835 0.3 0.5 0.3
C -1.0532 2.3166 -8.0905 -0.6 0.2 -0.5
C 1.2356 0.8264 0.5777 1.2 0.2 0.5
H -2.5009 2.3348 -6.4518 -0.1 -0.2 -0.1
H -3.0523 -0.0722 -6.5304 0.1 0.4 0.1
H -1.5118 -0.8595 -8.6280 -0.3 0.1 0.4
H -1.4136 -1.6562 -7.0638 0.0 0.3 -0.2
H 0.8141 -1.3093 -7.4975 -0.1 0.1 -0.4
H 0.5051 0.1003 -8.5288 0.2 -0.1 0.2
H 1.4968 -0.0590 -5.7681 -0.4 0.4 -0.1
H 1.2428 2.4191 -5.6307 0.2 -0.4 -0.2
H 1.0460 2.2552 -8.5254 -0.1 0.1 0.3
H 0.5722 3.6350 -7.5547 -0.1 -0.3 0.0
H -1.4918 3.3009 -8.3003 -0.1 -0.4 -0.1
H -1.0564 1.7471 -9.0294 -0.2 0.0 0.2
H 0.7639 1.5007 1.3064 0.1 -0.1 -0.4
H 2.1730 1.2775 0.2311 -0.1 -0.2 0.3
H 1.4070 -0.1578 1.0576 0.1 0.6 -0.3
P 1.3903 -0.4251 -2.1352 3.8 -0.9 -0.5
P -1.4556 -0.8243 -2.1578 -3.2 -0.5 -1.1
N 2.4598 0.8741 -2.6417 -1.1 -0.7 0.2
N 2.5156 -1.5740 -1.4339 -1.0 0.5 -0.2
N -2.3477 0.5179 -2.9156 0.4 -0.8 -0.2
N -2.7639 -1.8156 -1.6016 0.8 0.2 0.0
C 0.8004 -1.2384 -3.6435 0.3 -0.3 -0.4
C -0.6444 -1.7257 -3.5322 -0.3 -0.3 0.2
C 2.2584 2.1804 -2.2011 0.8 0.4 -0.2
C 3.3491 2.9431 -2.5958 -1.0 -0.6 0.3
C 4.2216 2.0871 -3.3399 -0.9 -1.0 0.2
C 3.6446 0.8195 -3.3568 0.5 0.9 0.0
C 3.3898 -1.3256 -0.3680 0.4 -1.0 -0.1
C 4.1277 -2.4751 -0.1311 -0.7 0.9 -0.7
C 3.6842 -3.4718 -1.0593 -0.8 0.7 -0.5
C 2.6590 -2.9136 -1.8092 0.9 -0.2 0.4
C -2.0140 1.8199 -2.5911 -0.3 0.3 -0.9
C -2.6932 2.6814 -3.4454 0.2 -0.5 0.4
C -3.5051 1.8669 -4.2837 0.6 0.0 0.2
C -3.2364 0.5401 -3.9704 0.5 0.2 0.2
C -3.9899 -2.1102 -2.2109 -0.4 -0.4 0.7
C -4.7845 -2.7901 -1.3004 1.1 0.6 -0.4
C -4.0230 -2.9417 -0.0900 1.2 0.8 -0.8
C -2.7830 -2.3480 -0.3060 -1.2 -0.4 0.1
H 1.4809 -2.0424 -3.9460 -0.2 0.2 0.0
H 0.8669 -0.4706 -4.4149 -0.1 -0.1 0.6
H -1.2129 -1.5636 -4.4653 0.2 -0.2 0.4
H -0.6900 -2.7956 -3.2738 -0.1 0.3 -0.1
H 1.3591 2.4120 -1.6213 0.6 0.2 -0.2
H 3.4963 3.9836 -2.3342 0.0 -0.2 -0.2
H 5.1641 2.3674 -3.7821 0.0 -0.1 0.0
H 3.9546 -0.1124 -3.8103 0.2 0.1 0.1
H 3.3736 -0.3823 0.1492 0.3 -0.1 -0.2
H 4.9223 -2.5533 0.5955 -0.1 -0.1 0.0
H 4.1080 -4.4549 -1.2096 -0.2 0.0 0.2
H 2.0009 -3.3384 -2.5552 0.4 -0.1 0.1
H -1.2828 2.0119 -1.7803 -0.8 0.5 -0.7
H -2.5774 3.7569 -3.4658 -0.2 -0.2 0.1
H -4.1758 2.1875 -5.0641 -0.1 0.1 0.1
H -3.5448 -0.3815 -4.4318 -0.3 0.1 0.1
H -4.1805 -1.7922 -3.2247 -0.1 -0.2 0.3
H -5.7990 -3.1231 -1.4739 0.2 0.0 0.0
H -4.3461 -3.4025 0.8296 0.0 -0.1 -0.1
H -1.9164 -2.2328 0.3286 -0.1 0.0 0.0
C -0.6226 -1.0388 2.8335 0.2 0.0 -0.1
Si -1.4815 0.5691 2.4129 -0.4 -0.1 0.6
C -3.2318 0.4463 3.1063 0.1 0.1 -0.3
C -0.6382 2.0443 3.2210 0.1 0.0 -0.2
C -1.6883 0.8447 0.5171 -1.6 -1.0 -0.1
H -0.6365 -1.1507 3.9267 0.0 -0.1 -0.2
H 0.4220 -1.0657 2.5106 -0.1 -0.1 0.2
H -1.1414 -1.8980 2.3922 0.1 0.1 0.2
H -3.1904 0.3382 4.2000 0.0 0.0 -0.3
H -3.8117 1.3508 2.8686 0.1 -0.3 0.1
H -3.7539 -0.4257 2.6850 0.1 0.2 0.1
H 0.4495 2.0679 3.0826 -0.2 0.1 0.2
H -1.0554 2.9854 2.8362 0.1 -0.2 0.2
H -0.8341 1.9934 4.3018 0.0 0.1 -0.3
H -2.5683 0.2202 0.2427 0.1 0.6 0.5
H -2.0042 1.9013 0.3678 0.2 -0.3 -0.1
```
Positions in Å, forces in eV/Å.

Calculated atomic charges, method Mulliken, unit e: number 1, Os, carries 0.454; number 2, C, carries -0.094; number 3, C, carries -0.208; number 4, C, carries -1.125; number 5, C, carries -1.186; number 6, C, carries -0.124; number 7, C, carries -0.226; number 8, C, carries -1.034; number 9, C, carries -0.883; number 10, C, carries -1.006; number 11, H, carries 0.431; number 12, H, carries 1.008; number 13, H, carries 0.422; number 14, H, carries 0.374; number 15, H, carries 0.415; number 16, H, carries 0.376; number 17, H, carries 1.005; number 18, H, carries 0.483; number 19, H, carries 0.335; number 20, H, carries 0.358; number 21, H, carries 0.415; number 22, H, carries 0.315; number 23, H, carries -0.113; number 24, H, carries 0.772; number 25, H, carries 0.096; number 26, P, carries 0.474; number 27, P, carries -0.386; number 28, N, carries 0.901; number 29, N, carries 0.746; number 30, N, carries 0.715; number 31, N, carries 0.654; number 32, C, carries 0.102; number 33, C, carries -0.577; number 34, C, carries -0.307; number 35, C, carries -0.788; number 36, C, carries -0.895; number 37, C, carries -0.606; number 38, C, carries -0.603; number 39, C, carries -0.741; number 40, C, carries -0.735; number 41, C, carries -0.320; number 42, C, carries -0.389; number 43, C, carries -0.908; number 44, C, carries -1.320; number 45, C, carries -0.002; number 46, C, carries -0.239; number 47, C, carries -0.702; number 48, C, carries -0.729; number 49, C, carries -0.456; number 50, H, carries 1.345; number 51, H, carries -2.100; number 52, H, carries 0.281; number 53, H, carries 0.346; number 54, H, carries 0.348; number 55, H, carries 0.499; number 56, H, carries 0.509; number 57, H, carries 0.540; number 58, H, carries 0.532; number 59, H, carries 0.472; number 60, H, carries 0.456; number 61, H, carries 0.429; number 62, H, carries 0.481; number 63, H, carries 0.492; number 64, H, carries 0.718; number 65, H, carries 0.409; number 66, H, carries 0.327; number 67, H, carries 0.465; number 68, H, carries 0.489; number 69, H, carries 0.465; number 70, C, carries -1.034; number 71, Si, carries 0.102; number 72, C, carries -1.144; number 73, C, carries -1.161; number 74, C, carries -0.807; number 75, H, carries 0.421; number 76, H, carries 0.389; number 77, H, carries 0.332; number 78, H, carries 0.361; number 79, H, carries 0.335; number 80, H, carries 0.312; number 81, H, carries 0.459; number 82, H, carries 0.382; number 83, H, carries 0.359; number 84, H, carries 0.451; number 85, H, carries 0.589

---

Q: E of number 2 (C31H46N4OsP2Si)?
A: -67754.8917 eV

---

Q: Which formula does entry 2 have?
A: C31H46N4OsP2Si